Record 1
DFT (the ωB97M-V functional and the def2-TZVPD basis) results for C16H22N2OS in the gas phase.

Geometry (Å):
C -1.392557 -0.444322 -3.572432
C -0.474684 -0.109385 -2.399867
C -0.743302 1.295159 -1.860012
C -2.045366 1.385849 -1.057162
C -2.359604 2.844528 -0.733749
C -1.170503 3.496556 -0.036375
C 0.098772 3.315256 -0.866388
N 0.338857 1.899062 -1.074709
C 1.580500 1.413775 -0.868539
S 2.941291 2.360073 -0.881071
N 1.762605 0.064539 -0.646690
C 1.045172 -0.756731 0.208348
C 1.309103 -2.129614 0.194467
C 0.622131 -2.987103 1.024616
C -0.350065 -2.500956 1.900900
C -1.138442 -3.358740 2.812898
C -0.770129 -4.822371 2.873060
O -2.040601 -2.905208 3.484619
C -0.584589 -1.123501 1.931938
C 0.101822 -0.260456 1.109588
H -2.435671 -0.461831 -3.268845
H -1.277705 0.283447 -4.372758
H -1.140724 -1.425940 -3.965612
H -0.613407 -0.852649 -1.614284
H 0.556669 -0.165929 -2.751369
H -0.852780 1.952915 -2.739318
H -1.949705 0.805567 -0.139145
H -2.859841 0.957660 -1.640800
H -2.572344 3.381486 -1.661597
H -3.246337 2.905303 -0.101017
H -1.025897 3.042206 0.945887
H -1.351238 4.561913 0.110309
H -0.006743 3.826378 -1.831361
H 0.958649 3.741906 -0.348882
H 2.708895 -0.240228 -0.839696
H 2.059306 -2.513822 -0.481596
H 0.843783 -4.041642 0.979822
H 0.277286 -4.937230 3.142412
H -0.936133 -5.288881 1.904257
H -1.391033 -5.315722 3.616384
H -1.315363 -0.749244 2.633584
H -0.060231 0.803195 1.176176

Forces on the atoms, in the same order (eV/Å):
0.077 0.051 0.222
-0.029 0.138 -0.238
-0.381 -0.612 -0.007
-0.020 0.261 -0.268
0.019 -0.123 0.270
-0.082 -0.009 -0.346
-0.022 0.489 0.444
0.145 -0.123 0.151
0.516 0.263 -0.094
0.392 0.144 -0.026
0.121 -0.199 -0.286
-0.306 -0.331 0.340
0.066 0.252 -0.145
-0.213 0.065 0.265
0.092 0.499 -0.216
-0.058 -0.336 0.108
-0.239 0.034 0.223
0.056 -0.027 -0.020
0.008 -0.263 0.015
0.166 0.050 -0.030
-0.144 -0.020 -0.045
-0.020 0.060 -0.120
-0.031 -0.079 -0.072
0.084 0.000 -0.004
-0.054 -0.064 0.057
0.044 -0.050 0.078
0.005 -0.074 -0.012
-0.025 -0.070 -0.005
-0.055 0.034 -0.039
-0.066 0.044 -0.060
0.046 0.025 0.075
0.025 0.033 0.055
0.073 -0.036 0.006
-0.158 -0.051 -0.169
-0.157 0.213 0.076
0.049 -0.048 -0.103
0.022 -0.118 0.012
0.112 -0.055 -0.037
0.053 -0.072 -0.099
-0.009 0.020 -0.007
-0.051 0.029 0.049
-0.049 0.055 0.001

Properties
Structure (SMILES) = CC[C@H]1CCCCN1C(=S)Nc1ccc(C(C)=O)cc1
ΔE to the lowest compared entry with this formula, charge and spin = 58.9 kJ/mol
Electronic energy = -32812.6341 eV
Highest occupied orbital energy = -8.1 eV
2S+1 = 1
LUMO level = 0.11 eV
Frontier orbital gap = 8.22 eV

---

Record 2
DFT (the ωB97M-V functional and the def2-TZVPD basis) results for 11 unconnected molecules or ions with the total composition C33H73F12N12O25S12.

Geometry (Å):
C 5.610564 -3.631512 -0.551033
C 4.701550 -4.256841 -1.493863
N 3.641289 -3.400072 -1.970277
C 2.383662 -3.249401 -1.388931
C 1.604426 -2.441413 -2.178877
N 2.482417 -1.891627 -3.153828
C 3.689010 -2.455365 -3.021926
C 2.168506 -0.937369 -4.240721
H 6.242730 -4.419916 -0.142526
H 5.023102 -3.172832 0.244332
H 6.302640 -2.964352 -1.064861
H 4.213032 -5.138564 -1.079120
H 5.205522 -4.811588 -2.285301
H 2.089817 -3.849123 -0.540172
H 0.553529 -2.217044 -2.286900
H 4.436698 -2.282411 -3.781821
H 1.814647 -1.481006 -5.116702
H 2.967431 -0.245633 -4.507777
H 1.268319 -0.370829 -4.002389
C -2.295885 2.689159 5.788398
C -1.211397 1.677687 6.272522
O -0.017200 1.973043 6.300934
N -1.754663 0.286078 6.673243
H -1.687982 0.318303 7.680527
H -2.658625 0.057661 6.284934
C -0.732117 -0.780412 6.184025
H -1.968207 3.580591 5.253535
H -3.012883 2.870286 6.589144
H -2.753292 2.072110 5.015016
H 0.214424 -0.701647 6.718771
H -0.660485 -0.600985 5.111289
H -1.058475 -1.799520 6.391427
C 0.290236 2.523684 -2.422240
C 1.380805 1.904288 -1.532127
C 1.312247 2.532568 -0.069542
N 1.840190 1.422944 0.923808
C 3.313184 1.291365 0.580088
C 1.607834 1.963072 2.322357
C 1.633266 0.835059 3.342140
C 1.227804 -0.360353 2.511588
C 1.137500 0.125073 1.013137
H -0.010885 1.906666 -3.268830
H 0.589909 3.479564 -2.851892
H -0.642898 2.806927 -1.935264
H 2.352618 1.978287 -2.020181
H 1.124216 0.846541 -1.473523
H 0.263743 2.670943 0.194276
H 1.850655 3.479505 -0.030408
H 3.436211 0.745939 -0.355584
H 3.686496 0.618925 1.352470
H 3.789918 2.266514 0.480567
H 2.287820 2.809824 2.415802
H 0.656786 2.482331 2.204104
H 2.649147 0.621811 3.674709
H 0.881244 0.991407 4.115523
H 2.038818 -1.068964 2.679605
H 0.284184 -0.832856 2.784419
H 1.450456 -0.640603 0.303271
H 0.112730 0.454579 0.841741
C -2.413018 -7.903779 3.309900
C -2.558631 -6.413368 3.079303
C -2.270285 -6.097662 1.567489
N -2.386078 -4.599209 1.161373
C -1.597564 -3.761239 2.235214
C -3.823979 -4.122359 0.779507
C -4.085471 -4.384453 -0.707948
C -2.775354 -4.913705 -1.306700
C -1.714570 -4.388618 -0.264242
H -3.278368 -8.415802 3.730727
H -1.590552 -8.128990 3.988818
H -2.151275 -8.381278 2.365660
H -1.765905 -5.969759 3.681702
H -3.538513 -6.138356 3.469568
H -2.827757 -6.764050 0.909286
H -1.203092 -6.267242 1.424515
H -1.742810 -2.786814 1.768834
H -0.556200 -4.072859 2.316226
H -2.136125 -3.752620 3.182832
H -3.788284 -3.033477 0.813497
H -4.582838 -4.410363 1.507017
H -4.383878 -3.597788 -1.400919
H -4.844463 -5.157305 -0.829316
H -2.633821 -4.462321 -2.288696
H -2.715182 -5.988139 -1.480085
H -1.766499 -3.306357 -0.383003
H -0.776892 -4.932728 -0.151108
C -4.609645 2.439724 -7.738470
C -4.825641 3.496980 -6.744384
C -3.634327 3.689691 -5.769758
N -3.997617 4.371974 -4.386842
C -4.748751 3.245170 -3.676976
C -4.844439 5.625826 -4.444900
C -4.515724 6.472146 -3.246001
C -3.329474 5.812063 -2.602518
C -2.703564 4.879784 -3.630648
H -5.539607 2.281829 -8.284675
H -4.485632 1.402830 -7.426116
H -3.846484 2.776205 -8.440235
H -5.767880 3.295740 -6.234686
H -5.021049 4.453303 -7.229533
H -3.012584 4.496603 -6.157613
H -2.986403 2.822598 -5.641556
H -4.221356 2.302106 -3.820463
H -5.679473 3.134016 -4.233299
H -4.742635 3.480344 -2.612664
H -5.915458 5.525337 -4.620726
H -4.455267 6.247574 -5.251164
H -5.273108 6.422735 -2.463676
H -4.429273 7.555217 -3.333064
H -3.490806 5.390085 -1.610539
H -2.617531 6.627533 -2.475020
H -2.173646 3.987210 -3.298071
H -2.041732 5.437004 -4.293661
N -1.556509 -1.036863 -1.985047
S -2.661703 -0.082514 -1.532631
O -3.878612 -0.671356 -0.956115
O -2.737803 1.326410 -2.021862
F -1.942934 0.085711 -0.067800
S -2.124075 -1.141386 -3.552940
O -1.786161 -0.010040 -4.446316
O -3.373952 -1.817516 -3.835781
F -1.046977 -2.213391 -4.156179
N -3.812764 -0.444841 5.206509
S -5.444202 -0.618472 5.550259
O -5.986826 -2.012503 5.497638
O -6.336645 0.506609 5.198389
F -5.243347 -0.474245 7.137921
S -3.965776 -0.731867 3.803460
O -4.718434 0.155034 2.931853
O -3.895665 -2.112808 3.250523
F -2.490712 -0.207419 3.399433
N 4.684765 5.238058 1.174747
S 4.261195 5.621554 2.795847
O 2.976973 6.188556 3.160215
O 5.323449 5.835721 3.742315
F 3.938851 4.106094 3.172978
S 3.879297 6.349616 0.527079
O 4.185703 7.734873 0.813754
O 2.476828 6.110387 0.221219
F 4.542316 6.185253 -0.940703
N 6.871453 1.435336 1.944270
S 7.960364 0.236744 1.536504
O 7.627923 -0.663159 0.472821
O 8.759383 -0.391765 2.610999
F 8.996642 1.144294 0.729813
S 6.295853 0.695032 3.088757
O 7.065475 0.700091 4.335773
O 5.535665 -0.549434 2.707406
F 5.056192 1.699419 3.276567
N 1.495787 -5.353773 3.428843
S 2.753347 -4.366945 3.342202
O 3.094126 -3.648728 2.077267
O 3.797452 -4.627002 4.271430
F 1.901243 -3.210690 4.085738
S 2.034784 -6.287011 2.423220
O 3.159372 -7.104765 2.869224
O 1.801253 -5.890373 1.037708
F 0.855457 -7.305458 2.705865
N 4.513305 2.374795 -3.839600
S 4.588058 3.723888 -3.164252
O 3.308414 4.353400 -2.859828
O 5.821904 4.478750 -3.370718
F 4.764335 3.179651 -1.629619
S 3.662710 3.013215 -5.174471
O 4.205579 4.069258 -5.981408
O 2.207363 2.854085 -5.205103
F 4.070458 1.771007 -6.101454

Forces on the atoms, in the same order (eV/Å):
1.194 0.372 0.799
-0.743 -2.432 -0.683
-1.137 3.520 -2.441
-0.406 -0.679 -1.082
1.754 0.777 -0.818
0.506 -0.849 0.623
-1.297 -1.736 1.500
-1.290 -0.196 -0.280
-0.051 0.064 0.317
0.502 0.276 0.149
-0.210 0.489 0.340
-0.521 0.303 0.680
0.138 0.883 -0.797
0.163 -0.043 0.099
0.154 0.061 0.648
0.436 -0.161 0.527
0.498 -0.283 -0.101
0.162 -0.257 0.393
0.266 0.225 0.573
0.366 -2.301 -0.064
2.591 3.823 -0.907
-3.817 -2.316 0.370
4.166 0.228 0.182
-0.593 -0.277 0.524
-1.138 0.013 -0.264
-0.362 0.155 0.088
0.633 -0.108 0.722
-0.074 0.101 -0.156
-0.801 0.115 -0.112
-0.093 0.661 -0.279
0.304 -0.244 0.173
-0.672 0.276 -0.084
-0.082 1.053 -0.532
-1.269 0.645 0.630
-0.332 -2.752 -1.625
1.514 2.022 -0.340
-0.375 -1.154 0.671
0.402 1.767 -0.536
-0.227 0.477 -0.927
0.641 -0.703 -1.303
-1.119 -0.083 0.736
0.256 -0.253 0.035
0.604 -0.039 -0.103
-0.022 -0.552 0.669
0.003 0.292 0.251
0.103 -0.223 0.299
0.006 0.049 -0.009
0.373 -0.214 0.577
-0.347 0.173 -0.096
0.735 0.435 0.096
-0.021 -0.120 0.455
0.414 -0.321 0.514
-0.442 -0.439 0.482
-0.204 0.579 0.592
0.615 0.355 0.280
-0.343 -0.479 -0.569
-0.026 0.054 -0.004
0.115 0.388 -0.118
-0.215 -0.675 -0.254
0.543 -1.037 -0.188
0.244 0.153 -0.444
0.110 1.022 0.990
-0.262 -1.043 -0.901
-1.869 0.363 -1.774
0.541 1.767 0.355
-0.077 -2.266 -0.601
1.275 0.185 0.845
-1.738 -1.054 0.794
-0.203 0.259 -0.217
0.055 0.091 -0.069
-0.058 -0.368 0.042
-0.299 0.494 -0.082
0.037 0.642 -0.396
-0.213 0.423 -0.134
0.017 -0.380 -0.038
0.629 0.354 0.541
-0.165 -0.231 -0.219
0.080 -0.256 -0.263
0.219 0.108 0.683
0.283 -0.418 -0.141
-0.193 0.767 1.101
-0.124 -0.033 0.065
0.376 0.132 0.129
-0.105 -0.061 0.389
1.021 0.032 0.088
0.284 0.633 -0.610
-0.382 -0.985 -1.798
-0.318 0.813 2.066
-0.144 2.642 -0.057
0.145 -1.613 -0.753
0.974 0.514 -0.005
0.478 1.250 -1.418
-1.456 -0.582 2.383
2.442 0.859 0.286
-1.542 -0.957 -0.015
-0.071 0.562 -0.478
0.848 0.268 0.716
0.116 -0.572 -0.126
0.088 -0.123 0.433
0.160 0.011 -0.181
0.283 -0.297 -0.546
-0.384 -0.075 0.584
0.354 0.239 0.183
-0.240 0.296 0.820
-0.739 -0.158 -0.115
0.227 -0.796 0.050
0.009 -0.541 -0.657
-0.592 -0.227 -0.262
0.365 -0.219 -0.988
-0.196 -0.238 -0.292
0.387 -0.284 0.502
-0.084 0.110 0.285
-0.402 -0.174 -0.459
-0.255 -1.339 -4.597
-3.611 4.999 8.060
1.082 0.416 -2.641
0.140 -3.642 0.233
0.461 0.700 -0.496
2.186 -0.593 -5.940
-0.902 -1.602 2.557
1.005 0.791 1.496
-0.299 0.201 1.319
-3.119 0.424 6.654
-5.798 -1.020 3.934
2.071 3.852 -0.762
2.838 -2.656 0.707
0.366 0.404 -0.497
3.092 -2.530 -15.287
-0.345 -0.811 2.062
-0.436 2.234 2.504
0.911 -0.072 0.468
-0.054 0.142 4.704
0.188 -3.014 3.160
0.987 0.550 -1.538
0.160 0.933 -1.705
-0.164 -0.899 -0.353
-2.222 3.926 -6.513
0.130 -0.978 0.841
0.787 -0.557 0.794
-0.137 -0.129 0.695
4.128 -0.676 -3.950
4.327 -1.085 -1.481
-1.394 0.153 0.217
-1.820 1.830 -1.864
-0.201 0.542 0.778
-5.298 -3.368 6.289
-2.031 0.081 -1.845
1.859 2.243 1.074
0.134 0.041 0.681
0.572 4.063 1.800
1.282 7.285 1.469
-1.003 -2.511 2.316
-0.138 -0.522 -0.578
0.133 0.411 0.112
-0.354 -8.269 -3.921
-0.697 1.741 -1.741
0.808 -0.729 0.957
-1.114 -1.296 -0.751
-2.138 -0.497 -4.158
2.476 4.715 7.834
0.715 0.274 -2.244
-2.481 -1.025 -0.242
0.879 -0.594 -0.425
-1.780 -3.204 -3.585
0.048 0.272 1.598
1.765 0.362 1.171
0.145 -0.714 0.012

Properties
ΔE to the lowest compared entry with this formula, charge and spin = 1253.3 kJ/mol
Electronic energy = -267090.4286 eV
Highest occupied orbital energy = -6.5 eV
2S+1 = 1
LUMO level = 0.24 eV
Charge = -1
Frontier orbital gap = 6.74 eV